Record 1
This record from the Open Molecules 2025 dataset describes 2 unconnected molecules or ions with the total composition C42H50N4OP. The level of theory is the ωB97M-V functional and the def2-TZVPD basis.

```
! RIJCOSX wB97M-V def2-TZVPD def2/J DEFGRID3
* xyz 1 1
P -0.814 0.024 2.216
O -0.758 -1.374 -6.549
N -2.114 0.780 3.103
N 0.519 0.074 -3.582
N 0.205 0.442 3.552
N 1.127 -0.343 -5.738
C 1.628 0.355 -4.547
C 2.978 -0.301 -4.157
C -0.404 1.171 4.557
C -5.470 -0.704 3.829
C 2.545 1.917 2.931
C -3.813 2.805 2.036
C -7.795 -0.022 3.203
C 1.041 1.291 -1.460
C -1.972 -5.174 -5.281
C -2.871 -2.737 -4.225
C -0.111 -0.905 -5.618
C -5.749 1.333 2.580
C -1.094 -4.363 -4.563
C -1.531 -3.120 -4.093
C -4.082 -0.569 3.768
C -3.753 -3.557 -4.930
C 1.761 1.859 -4.872
C 5.308 -1.953 4.519
C 2.276 1.785 -1.714
C -3.275 -1.480 4.648
C 1.475 -0.177 3.796
C 5.040 4.520 -0.038
C 2.641 0.530 3.472
C 3.964 -1.318 4.322
C -6.314 0.200 3.177
C 5.249 3.947 -1.297
C 2.880 3.418 0.144
C 0.316 0.436 -2.309
C -0.538 -2.173 -3.462
C 2.791 -1.944 4.767
C 3.883 -0.066 3.698
C 4.316 3.064 -1.799
C 3.121 2.758 -1.083
C -3.521 0.480 3.001
C 3.864 4.247 0.686
C 1.823 -0.369 -7.005
C -4.366 1.489 2.497
C 0.301 -2.038 5.042
C -1.709 1.373 4.288
C 1.539 -1.387 4.506
C -0.515 -0.809 -4.154
C -3.296 -4.762 -5.473
H -4.794 -3.243 -5.062
H -2.334 -1.033 4.976
H -8.324 0.776 2.673
H 5.803 5.167 0.387
H 5.978 -1.303 5.103
H -4.613 3.387 1.561
H 1.617 2.475 -3.981
H -0.803 -1.994 -2.411
H 2.764 2.043 -5.277
H 3.113 -0.343 -3.071
H 0.584 -2.969 5.546
H 0.576 1.539 -0.508
H -2.417 1.853 4.932
H -3.005 2.705 1.303
H 2.698 1.439 -2.651
H 6.135 4.172 -1.895
H 1.337 -1.058 -7.702
H -1.613 -6.121 -5.695
H -3.980 -5.393 -6.045
H -8.040 -0.983 2.732
H 5.222 -2.915 5.037
H 2.091 2.615 3.650
H -6.393 2.136 2.209
H -3.456 3.404 2.889
H 2.833 -2.873 5.346
H 4.490 2.595 -2.770
H -0.187 -1.413 5.804
H 0.478 -2.605 -3.494
H 3.723 4.696 1.672
H 4.782 0.489 3.411
H 3.547 2.294 2.706
H -0.615 0.023 -1.900
H 2.854 -0.691 -6.841
H -3.047 -2.449 4.179
H 1.968 1.945 2.003
H 3.041 -1.326 -4.556
H -0.059 0.958 1.149
H -3.209 -1.784 -3.799
H 3.794 0.292 -4.596
H -0.052 -4.656 -4.393
H -5.896 -1.508 4.440
H -1.507 -0.321 -4.103
H 5.778 -2.130 3.541
H -3.856 -1.705 5.559
H -0.445 -2.289 4.276
H -8.167 -0.066 4.236
H 1.014 2.141 -5.630
H 1.917 3.289 0.654
H 0.112 1.453 5.464
H 1.840 0.631 -7.448
*
```

The calculation puts the LUMO energy at -4.624 eV. The value obtained for the molecular weight is 657.863 g/mol. The total energy comes out at -61655.2910 eV.

Here are the Löwdin charges for atoms 1 to 5, given in e:
1 P 1.003
2 O 0.104
3 N -0.267
4 N 0.074
5 N -0.285

***

Record 2
This record from the Open Molecules 2025 dataset describes a molecular structure, C30H48B3NO8. The level of theory is the ωB97M-V functional and the def2-TZVPD basis.

```
! RIJCOSX wB97M-V def2-TZVPD def2/J DEFGRID3
* xyz 0 1
O 7.850 0.021 -2.459
O -4.282 -3.368 0.914
O -7.623 -5.494 -6.274
O -7.530 1.581 2.654
O -5.711 0.051 2.451
O -7.982 -0.604 1.789
O 4.804 2.425 -6.058
O -3.892 -4.402 -2.680
N -7.023 -1.719 -1.028
C -5.636 -2.942 0.677
C 6.447 1.812 0.976
C 8.055 0.016 1.906
C 7.425 0.666 0.636
C -5.372 -5.710 -5.627
C 6.039 0.512 -5.469
C -4.419 3.203 2.925
C -4.433 -5.438 -4.723
C 7.155 0.570 -3.286
C 2.829 2.113 1.903
C -6.769 -5.245 -5.450
C 0.430 2.530 2.651
C -4.747 -4.657 -3.503
C 1.554 2.927 1.679
C 7.810 -1.516 1.982
C -2.103 2.532 2.041
C -7.082 -4.464 -4.229
C 4.983 1.465 0.623
C 6.807 -0.093 -4.566
C 5.502 1.874 -5.234
C -0.855 3.373 2.433
C 5.850 2.537 -3.954
C 6.618 1.932 -3.051
C -3.138 2.388 3.178
C -5.304 2.583 1.819
C -6.214 -2.444 2.032
C -6.143 -4.193 -3.325
C 4.024 2.600 1.053
C -5.658 -1.936 -0.465
C 9.040 -2.314 2.518
B -6.644 -0.926 2.094
B -6.166 1.366 2.331
B -8.252 0.767 1.780
H 9.918 -1.665 2.506
H -6.349 -3.622 -2.429
H -9.055 1.177 1.011
H 3.120 2.138 2.957
H -6.174 -3.846 0.381
H 8.263 1.021 0.035
H -2.684 2.783 4.091
H -6.016 3.354 1.507
H -5.496 -2.696 2.814
H -1.741 1.536 1.776
H -4.732 2.319 0.923
H -7.110 -3.036 2.248
H 7.586 -1.878 0.978
H -3.386 1.338 3.345
H 6.911 -0.089 0.042
H -7.295 -0.819 -0.653
H 7.592 0.450 2.796
H -6.964 -1.584 -2.030
H -5.151 -0.989 -0.242
H -3.408 -5.768 -4.834
H -5.071 -2.382 -1.279
H 4.954 1.295 -0.458
H 2.647 1.061 1.660
H 4.607 3.285 1.675
H 6.741 2.709 0.418
H -4.984 3.294 3.857
H 7.209 -1.087 -4.718
H 0.796 2.747 3.658
H 1.218 2.779 0.647
H 6.884 2.397 -2.110
H 3.702 3.142 0.161
H -8.106 -4.132 -4.118
H 0.231 1.463 2.538
H 9.121 0.241 1.959
H -4.139 4.224 2.648
H 6.466 2.079 2.035
H 6.967 -1.716 2.643
H 4.722 0.511 1.092
H 8.857 -2.641 3.541
H 5.772 0.046 -6.409
H -1.045 3.980 3.320
H -3.731 -2.915 0.271
H 9.250 -3.166 1.874
H 5.447 3.530 -3.801
H -5.164 -6.278 -6.525
H 1.780 3.992 1.793
H -2.537 2.965 1.137
H -0.666 4.070 1.610
*
```

Its energy relative to the best compared isomer or geometry (same formula, charge and spin) is 21.2 kcal per mole. The calculation puts the LUMO energy at -1.602 eV. The value obtained for the molecular weight is 583.149 g/mol. The total energy comes out at -51791.8831 eV.

Here are the Löwdin charges for atoms 1 to 5, given in e:
1 O 0.104
2 O -0.035
3 O 0.109
4 O 0.242
5 O 0.288

***

Record 3
This record from the Open Molecules 2025 dataset describes a molecular structure, C5H5AgBr2F3O3. The level of theory is the ωB97M-V functional and the def2-TZVPD basis.

```
! RIJCOSX wB97M-V def2-TZVPD def2/J DEFGRID3
* xyz 1 1
Ag -5.622 0.099 -1.187
Br -2.027 -1.494 1.433
Br -1.645 1.410 -2.132
F -1.564 1.477 0.577
F -3.511 -0.103 -0.334
F -2.082 -1.480 -1.248
O 3.011 -1.868 0.252
O 3.688 0.276 0.363
O 1.837 -0.351 1.412
C 0.234 0.135 -0.337
C 2.858 -0.745 0.625
C 1.004 0.690 0.869
C -2.201 -0.604 -0.249
C -1.230 0.579 -0.391
H 1.637 1.522 0.575
H 0.724 0.435 -1.257
H 0.357 0.985 1.684
H 4.260 -0.010 -0.363
H 0.272 -0.953 -0.295
*
```

The calculation puts the LUMO energy at -6.593 eV. The value obtained for the molecular weight is 437.762 g/mol. The total energy comes out at -163636.8000 eV.

Here are the Löwdin charges for atoms 1 to 5, given in e:
1 Ag 0.949
2 Br 0.959
3 Br 0.842
4 F -0.004
5 F -0.132

***

Record 4
This record from the Open Molecules 2025 dataset describes C7H12BNO4 in the gas phase. The level of theory is the ωB97M-V functional and the def2-TZVPD basis.

```
! RIJCOSX wB97M-V def2-TZVPD def2/J DEFGRID3
* xyz 0 1
O -1.171 1.948 -0.171
O -2.945 -0.246 -0.086
O -1.472 -1.069 -1.904
O 2.480 -0.858 -0.180
N 0.658 0.569 -0.141
C -0.925 -1.861 0.533
C -0.610 -1.385 1.954
C -0.396 2.967 0.364
C 3.037 0.102 -1.148
C 0.503 -1.560 0.961
C -0.609 0.757 -0.391
C 1.230 -0.577 0.125
B -1.599 -0.665 -0.552
H -0.789 -2.014 2.797
H -1.010 3.676 0.847
H 4.078 -0.078 -1.197
H 0.154 2.604 1.183
H 1.116 -2.513 0.872
H 0.150 3.434 -0.474
H 2.909 1.037 -0.727
H -1.148 -2.898 0.348
H -0.998 -0.335 2.050
H -2.170 -1.442 -2.395
H -3.154 0.553 -0.596
H 2.684 -0.146 -2.073
*
```

Its energy relative to the best compared isomer or geometry (same formula, charge and spin) is 79.5 kcal per mole. The calculation puts the LUMO energy at 0.254 eV. The value obtained for the molecular weight is 184.988 g/mol. The total energy comes out at -17808.9802 eV.

Here are the Löwdin charges for atoms 1 to 5, given in e:
1 O -0.022
2 O 0.023
3 O 0.078
4 O 0.027
5 N 0.209

***

no.,HOMO energy (eV),frontier orbital gap (eV)
1,-8.889,4.265
2,-10.033,8.431
3,-13.249,6.656
4,-8.548,8.802